Computed, not measured: a cluster of 7 separate species, C32H78N4O7 in total in a non-equilibrium geometry, with ωB97M-V/def2-TZVPD.

ΔE to the lowest compared entry with this formula, charge and spin = 0.00 kJ/mol
HOMO-LUMO gap = 8.5 eV
structure (SMILES) = CC1(C)CCCC(C)(C)N1O.CC1(C)CCCC(C)(C)N1O.COC[C@H](C)N.COC[C@H](C)N.CCO.CCO.CCO
charge = 0
molar mass = 631.00 g mol⁻¹
E = -2011.5250 hartree

Geometry as XYZ:
```
121
Properties=species:S:1:pos:R:3:forces:R:3:lowdin_charge:R:1
C -2.940 3.846 1.613 0.7 -0.2 0.3 -0.0184
C -2.655 4.512 0.265 -0.6 1.2 0.7 -0.4930
C -1.968 5.887 0.419 0.6 -0.3 0.1 -0.0301
C -1.664 3.640 -0.521 -0.7 -0.4 0.6 -0.1404
C -2.324 2.514 -1.309 0.7 0.8 -0.7 -0.1730
C -3.412 3.115 -2.186 0.2 -0.5 0.0 -0.1457
C -4.529 3.791 -1.375 0.6 0.1 -0.5 -0.5132
C -5.402 4.492 -2.414 -1.0 -0.7 0.0 -0.0462
C -5.347 2.741 -0.620 -0.5 0.3 1.2 -0.0249
N -3.895 4.785 -0.486 1.0 -0.6 -1.8 -0.1190
O -4.775 5.676 0.152 -0.2 -0.4 0.1 -0.0046
H -3.314 2.836 1.447 0.0 -0.1 0.2 0.0569
H -1.980 3.769 2.135 -0.1 -0.2 0.1 0.0817
H -3.607 4.358 2.307 -0.2 0.3 -0.4 0.0859
H -0.975 5.812 0.871 -0.1 -0.3 0.2 0.0651
H -1.770 6.220 -0.602 -0.3 0.4 0.1 0.0849
H -2.507 6.626 1.008 -0.3 -0.1 -0.2 0.0795
H -1.056 4.271 -1.170 -0.2 0.0 -0.3 0.1101
H -0.978 3.196 0.205 0.1 0.2 0.0 0.1014
H -1.497 2.177 -1.941 -0.3 -0.7 -0.1 0.1145
H -2.700 1.696 -0.696 0.1 0.0 0.1 0.1015
H -3.874 2.358 -2.826 -0.1 -0.1 0.2 0.1196
H -2.946 3.800 -2.901 -0.1 0.3 0.3 0.1237
H -4.939 5.273 -3.016 0.2 0.3 0.5 0.0873
H -6.346 4.798 -1.955 0.1 0.4 -0.1 0.0820
H -5.696 3.740 -3.154 0.0 -0.1 0.1 0.0841
H -4.742 2.224 0.125 0.1 0.0 -0.1 0.0524
H -5.901 1.963 -1.149 0.3 0.2 -0.6 0.0877
H -6.101 3.284 -0.039 0.0 0.0 0.0 0.0865
H -4.878 6.360 -0.521 0.0 0.2 0.2 0.1031
C -1.296 -3.492 0.625 0.7 0.6 0.9 -0.0224
C -0.623 -4.826 0.224 -1.0 0.5 -0.7 -0.5115
C -0.331 -5.635 1.480 0.6 -0.7 -0.2 -0.0358
C -1.628 -5.605 -0.631 -0.8 0.6 -0.6 -0.1364
C -1.800 -4.933 -1.990 0.8 0.0 -0.7 -0.1818
C -0.515 -5.033 -2.800 -0.2 -0.5 -0.5 -0.1403
C 0.779 -4.618 -2.034 -0.5 0.6 0.1 -0.4806
C 1.905 -5.570 -2.423 -0.1 -0.7 0.2 -0.0383
C 1.109 -3.165 -2.448 0.8 -0.2 0.4 -0.0195
N 0.585 -4.680 -0.578 -0.3 -0.8 0.1 -0.1121
O 1.734 -4.374 0.154 0.1 0.2 0.0 -0.0139
H -2.370 -3.607 0.770 0.0 0.0 0.2 0.0730
H -0.827 -3.185 1.567 -0.4 0.0 0.2 0.0758
H -1.133 -2.600 0.015 0.0 -0.4 -0.6 0.0716
H -1.225 -5.965 2.009 -0.2 0.3 -0.1 0.0896
H 0.180 -6.543 1.144 0.0 0.0 0.1 0.0903
H 0.348 -5.142 2.174 -0.1 0.2 0.0 0.0768
H -1.309 -6.647 -0.681 0.0 0.0 -0.4 0.1246
H -2.647 -5.572 -0.236 0.3 -0.2 0.8 0.1157
H -2.631 -5.298 -2.601 0.1 -0.5 0.2 0.1128
H -2.030 -3.861 -1.953 0.0 0.0 0.8 0.1101
H -0.714 -4.464 -3.716 0.7 0.5 0.2 0.1166
H -0.383 -6.032 -3.227 0.0 -0.3 0.5 0.1101
H 2.790 -5.505 -1.789 0.2 0.7 -0.3 0.0782
H 2.106 -5.462 -3.490 0.4 0.0 0.1 0.0850
H 1.615 -6.611 -2.247 -0.4 0.1 -0.2 0.0838
H 1.695 -3.180 -3.370 -0.6 0.3 -0.4 0.0802
H 1.802 -2.673 -1.756 -0.1 -0.2 0.2 0.0542
H 0.210 -2.551 -2.462 0.0 0.0 -0.4 0.0820
H 1.780 -3.408 0.213 0.0 -0.1 0.0 0.0451
C 7.802 0.636 -1.154 0.9 -0.2 -0.4 -0.1235
O 6.539 0.176 -1.549 0.0 0.4 0.1 -0.1945
C 6.550 -0.386 -2.844 -0.3 -0.3 0.4 -0.2221
C 5.130 -0.886 -3.139 0.1 0.0 -1.7 -0.4119
C 5.146 -1.704 -4.457 0.4 0.1 0.9 -0.0644
N 4.219 0.257 -3.377 0.2 -0.1 1.0 0.0386
H 8.574 -0.142 -1.254 -0.2 -0.3 0.1 0.0857
H 7.802 0.953 -0.115 -0.3 0.1 0.0 0.0873
H 8.188 1.427 -1.809 -0.3 0.3 0.1 0.0886
H 6.795 0.335 -3.640 0.0 0.3 0.2 0.1252
H 7.370 -1.118 -2.871 -0.4 -0.4 -0.2 0.1274
H 4.713 -1.488 -2.334 0.2 0.0 0.1 0.1190
H 4.145 -1.751 -4.873 0.0 0.0 0.0 0.0664
H 5.531 -2.709 -4.272 0.0 0.0 -0.2 0.0737
H 5.815 -1.194 -5.154 -0.1 -0.1 -0.2 0.0726
H 4.770 1.017 -3.767 -0.2 0.0 -0.1 0.0698
H 3.948 0.584 -2.451 -0.1 0.2 -0.2 0.0595
C -0.284 0.189 0.695 -0.5 1.2 -0.4 -0.1009
O 0.424 -0.575 1.642 -0.9 -0.5 0.0 -0.1728
C 1.625 -1.150 1.240 0.7 -0.3 0.0 -0.2336
C 2.822 -0.188 1.185 -1.2 -0.7 0.6 -0.4108
C 4.070 -0.998 0.842 -1.0 0.5 0.2 -0.0345
N 2.967 0.448 2.511 0.2 -0.1 -0.1 0.0421
H -1.351 0.302 0.917 0.2 -0.4 0.9 0.0779
H -0.355 -0.198 -0.329 0.9 -0.3 0.0 0.0915
H 0.113 1.208 0.723 0.1 0.0 -0.5 0.0693
H 1.839 -1.902 2.009 0.1 -0.1 -0.1 0.1376
H 1.593 -1.674 0.273 -0.6 0.2 -0.1 0.0966
H 2.563 0.573 0.445 0.4 0.1 -0.1 0.1280
H 4.883 -0.278 0.819 0.5 -0.6 -0.2 0.0799
H 3.922 -1.555 -0.083 0.3 0.4 -0.3 0.0664
H 4.162 -1.784 1.595 0.5 0.3 0.2 0.0867
H 3.152 -0.304 3.171 0.4 0.2 0.0 0.0901
H 2.071 0.805 2.838 -0.2 -0.2 -0.2 0.0642
C -4.845 -2.250 2.354 -0.7 0.1 0.0 -0.0937
C -3.848 -1.227 2.838 0.8 -0.6 -1.0 -0.3296
O -4.028 0.086 2.342 0.2 0.3 0.0 -0.0848
H -4.742 -2.455 1.287 0.1 0.2 0.0 0.0694
H -5.871 -1.909 2.517 0.0 -0.3 0.2 0.0740
H -4.647 -3.183 2.885 -0.3 0.0 0.0 0.0788
H -2.933 -1.565 2.342 0.4 0.3 0.4 0.0933
H -3.682 -1.304 3.915 -0.2 0.4 0.1 0.1114
H -4.820 0.523 2.668 -0.1 -0.3 0.2 0.0850
C -0.676 1.586 4.909 0.4 -0.3 -0.1 -0.0811
C -1.395 0.766 5.981 0.0 0.0 -0.4 -0.3091
O -2.764 1.146 5.948 -0.3 0.0 -0.1 -0.0956
H -0.901 1.126 3.942 -0.1 0.2 -0.1 0.0659
H 0.414 1.627 4.962 0.0 -0.2 0.3 0.0689
H -1.036 2.614 4.909 0.0 0.0 0.1 0.0785
H -1.049 0.913 7.005 0.1 0.1 -0.1 0.1096
H -1.345 -0.304 5.739 0.3 0.1 0.2 0.1039
H -2.936 1.277 5.007 -0.4 0.0 0.1 0.0604
C 1.975 4.866 0.167 0.7 0.1 -0.3 -0.0797
C 2.778 3.711 0.713 -0.4 -1.8 -0.6 -0.3001
O 1.916 2.853 1.485 0.6 0.3 0.5 -0.1268
H 1.250 5.215 0.899 0.1 0.1 0.0 0.0643
H 1.466 4.612 -0.763 -0.2 -0.2 0.2 0.0674
H 2.690 5.650 -0.095 -0.3 0.3 0.1 0.0754
H 3.700 3.982 1.242 -0.4 0.3 0.3 0.1133
H 3.103 3.022 -0.088 0.3 0.7 -0.3 0.1045
H 2.513 2.171 1.851 -0.3 0.5 0.0 0.0188
```
Positions in Å, forces in eV/Å.